{"formula": "C37H44AsN4O10S3TeV", "method": "the ωB97M-V functional and the def2-TZVPD basis", "species": ["V", "O", "As", "O", "O", "C", "C", "C", "C", "C", "C", "S", "O", "O", "O", "H", "H", "H", "H", "H", "C", "C", "C", "N", "N", "C", "N", "S", "H", "H", "H", "H", "H", "H", "H", "C", "C", "O", "N", "Te", "C", "C", "C", "C", "C", "C", "C", "C", "C", "C", "C", "C", "C", "C", "C", "C", "C", "C", "H", "H", "H", "H", "H", "H", "H", "H", "H", "H", "H", "H", "H", "H", "H", "H", "H", "H", "H", "H", "H", "H", "H", "H", "H", "C", "C", "C", "C", "C", "C", "C", "S", "O", "O", "O", "H", "H", "H", "H", "H", "H", "H"], "positions_angstrom": [[-0.143, 0.163, 0.194], [3.588, 2.679, 1.057], [2.001, 2.409, 0.423], [0.956, 3.010, 1.648], [1.749, 0.813, 0.121], [2.023, 3.380, -1.210], [2.986, 4.363, -1.383], [3.157, 4.941, -2.633], [2.381, 4.523, -3.701], [1.414, 3.540, -3.526], [1.231, 2.958, -2.285], [-0.126, 1.795, -2.117], [0.330, 0.403, -2.195], [-1.100, 2.200, -3.076], [-0.517, 2.001, -0.682], [3.862, 1.985, 1.674], [3.610, 4.665, -0.553], [3.902, 5.713, -2.767], [2.514, 4.968, -4.677], [0.779, 3.237, -4.347], [-5.942, 0.994, -2.144], [-5.491, 0.247, -0.888], [-4.115, -0.311, -1.024], [-3.104, 0.086, -0.345], [-1.946, -0.567, -0.682], [-2.093, -1.467, -1.627], [-1.107, -2.258, -2.080], [-3.724, -1.566, -2.181], [-6.933, 1.419, -1.994], [-5.992, 0.329, -3.007], [-5.250, 1.803, -2.380], [-6.189, -0.561, -0.656], [-5.468, 0.914, -0.026], [-0.156, -1.969, -1.897], [-1.256, -2.779, -2.927], [-2.111, -1.670, 2.409], [-1.299, -0.464, 2.775], [-1.089, -0.140, 3.930], [-0.802, 0.319, 1.733], [0.666, 2.110, 3.392], [2.027, 3.391, 4.362], [1.887, 4.785, 4.419], [0.786, 5.545, 3.725], [2.816, 5.502, 5.162], [3.857, 4.881, 5.841], [4.840, 5.678, 6.651], [3.978, 3.500, 5.751], [3.082, 2.733, 5.020], [3.271, 1.233, 5.015], [-1.106, 3.023, 4.088], [-1.221, 2.840, 5.473], [-0.206, 2.079, 6.288], [-2.325, 3.380, 6.115], [-3.308, 4.069, 5.417], [-4.512, 4.628, 6.123], [-3.171, 4.196, 4.043], [-2.084, 3.681, 3.344], [-2.043, 3.889, 1.858], [-2.238, -2.288, 3.294], [-1.619, -2.235, 1.621], [-3.085, -1.331, 2.048], [0.471, 5.071, 2.799], [1.127, 6.552, 3.485], [-0.087, 5.637, 4.374], [2.724, 6.581, 5.207], [4.648, 6.746, 6.573], [5.860, 5.487, 6.317], [4.784, 5.397, 7.704], [4.796, 3.004, 6.262], [4.316, 0.990, 5.196], [2.981, 0.742, 4.084], [2.691, 0.764, 5.815], [0.167, 1.190, 5.764], [-0.672, 1.694, 7.194], [0.638, 2.707, 6.582], [-2.424, 3.241, 7.185], [-4.352, 4.681, 7.198], [-5.385, 3.997, 5.945], [-4.750, 5.628, 5.759], [-3.940, 4.714, 3.479], [-3.010, 3.640, 1.420], [-1.303, 3.279, 1.363], [-1.835, 4.937, 1.627], [6.246, -4.281, -1.568], [5.101, -3.717, -0.774], [3.837, -4.302, -0.832], [2.775, -3.777, -0.117], [2.975, -2.646, 0.664], [4.222, -2.051, 0.742], [5.277, -2.591, 0.024], [1.614, -2.007, 1.582], [1.022, -3.074, 2.335], [2.062, -0.847, 2.321], [0.632, -1.610, 0.464], [6.079, -5.329, -1.813], [7.184, -4.203, -1.018], [6.368, -3.736, -2.506], [3.688, -5.189, -1.435], [1.800, -4.248, -0.145], [4.356, -1.180, 1.368], [6.258, -2.134, 0.090]], "lowdin_charge": [0.894, -0.175, 1.024, -0.631, -0.450, -0.224, -0.062, -0.043, -0.031, -0.030, -0.232, 0.533, -0.323, -0.244, -0.428, 0.072, 0.113, 0.118, 0.120, 0.125, -0.093, -0.235, -0.577, 0.054, -0.097, -0.663, 0.143, 1.152, 0.078, 0.069, 0.083, 0.114, 0.115, 0.090, 0.112, 0.010, -0.579, 0.000, -0.093, 2.025, -0.327, -0.259, -0.034, 0.003, -0.241, -0.034, -0.005, -0.307, -0.065, -0.300, -0.290, -0.060, 0.006, -0.243, -0.035, 0.001, -0.271, -0.034, 0.097, 0.070, 0.085, 0.051, 0.091, 0.096, 0.125, 0.079, 0.089, 0.091, 0.129, 0.089, 0.027, 0.094, 0.046, 0.099, 0.091, 0.127, 0.080, 0.091, 0.085, 0.132, 0.096, 0.026, 0.098, -0.045, -0.263, -0.028, -0.047, -0.274, -0.046, -0.031, 0.542, -0.257, -0.348, -0.430, 0.079, 0.081, 0.087, 0.116, 0.121, 0.106, 0.116], "multiplicity": 2, "charge": 1, "homo_energy_ev": [-10.994, -11.003], "s_squared": 0.790, "energy_ev": -191841.12372, "relative_energy_ev": 0.000}